The following is a DFT calculation (wB97M-V/def2-TZVPD) of C5H11NO in the gas phase.

```
18
C5H11NO (wB97M-V/def2-TZVPD)
C 1.70 0.17 -0.62
C 0.38 -0.56 -0.46
C 0.41 -1.45 0.79
N -0.78 0.35 -0.34
C -0.61 1.73 0.06
C -1.99 -0.26 -0.13
O -2.29 -1.38 -0.49
H 1.89 0.83 0.24
H 2.51 -0.57 -0.62
H 1.75 0.75 -1.54
H 0.21 -1.20 -1.33
H -0.57 -1.92 0.94
H 1.15 -2.25 0.69
H 0.68 -0.86 1.67
H -0.15 1.81 1.05
H -0.02 2.30 -0.66
H -1.60 2.20 0.10
H -2.69 0.37 0.43
```

Relative energy (zero: lowest compared OMol25 entry of this formula, charge and spin)   16.20 kcal per mole
SMILES string   CC(C)N(C)C=O
Orbital gap   10.15 eV
Total energy   -8900.9947 eV
HOMO energy   -9.237 eV



The following is a DFT calculation (wB97M-V/def2-TZVPD) of a 6-piece molecular cluster, C16H47N3O8 overall at a distorted geometry.

```
74
C16H47N3O8 (wB97M-V/def2-TZVPD)
C -28.31 -20.83 0.30
C -27.59 -20.73 1.63
C -28.03 -19.53 2.44
O -27.34 -19.38 3.66
C -25.94 -19.26 3.55
N -27.74 -21.98 2.39
H -29.35 -21.13 0.46
H -27.83 -21.55 -0.35
H -28.38 -19.85 -0.18
H -26.52 -20.63 1.43
H -29.10 -19.63 2.68
H -27.97 -18.57 1.89
H -25.61 -18.43 2.92
H -25.49 -20.21 3.26
H -25.59 -18.99 4.55
H -28.72 -22.19 2.53
H -27.31 -21.87 3.29
C -23.44 -18.46 9.51
C -22.79 -17.35 8.68
C -21.29 -17.47 8.66
O -20.81 -17.22 9.95
C -19.41 -17.11 10.00
N -23.28 -17.41 7.28
H -23.27 -19.44 9.09
H -24.51 -18.28 9.65
H -23.03 -18.41 10.52
H -23.07 -16.38 9.12
H -20.90 -16.70 7.97
H -20.99 -18.46 8.30
H -19.08 -16.07 9.88
H -18.92 -17.69 9.22
H -19.06 -17.43 10.98
H -22.86 -16.63 6.78
H -24.27 -17.20 7.28
C -24.05 -22.94 4.26
C -24.40 -23.83 5.43
C -25.21 -23.08 6.48
O -24.52 -22.02 7.12
C -23.57 -22.49 8.08
N -25.14 -24.99 4.93
H -24.97 -22.59 3.80
H -23.50 -23.54 3.54
H -23.43 -22.09 4.54
H -23.49 -24.20 5.91
H -25.60 -23.77 7.25
H -26.08 -22.62 6.00
H -24.05 -23.07 8.87
H -23.03 -21.66 8.53
H -22.82 -23.04 7.51
H -25.64 -25.45 5.69
H -25.88 -24.66 4.31
C -20.27 -17.87 2.74
C -21.00 -18.47 3.91
O -22.34 -18.76 3.54
O -19.92 -18.84 1.75
H -19.38 -17.35 3.11
H -20.93 -17.16 2.24
H -20.99 -17.75 4.74
H -20.51 -19.39 4.24
H -22.68 -19.33 4.26
H -18.99 -19.06 1.80
C -27.17 -20.54 8.17
C -26.67 -21.42 9.25
O -27.54 -21.36 10.36
O -28.42 -20.97 7.65
H -26.46 -20.53 7.34
H -27.23 -19.48 8.45
H -25.63 -21.12 9.46
H -26.62 -22.44 8.85
H -27.27 -22.02 11.00
H -29.12 -20.56 8.17
O -23.42 -19.88 5.84
H -23.79 -20.70 6.23
H -23.33 -19.24 6.58
```

Relative energy (zero: lowest compared OMol25 entry of this formula, charge and spin)   0.00 kcal per mole
SMILES string   COC[C@H](C)N.COC[C@H](C)N.COC[C@H](C)N.OCCO.OCCO.O
Orbital gap   9.41 eV
Total energy   -38202.2728 eV
HOMO energy   -8.934 eV